This record from OMol25 describes the ion C12H11N2O with charge +1 in a non-equilibrium geometry. The level of theory is wB97M-V/def2-TZVPD.

Element x y z (Å)
N: -2.82918 -1.26658 -0.31950
C: -1.75440 -2.05992 -0.31464
C: -0.52085 -1.81424 0.16498
C: -0.00430 -0.52556 0.41800
C: -0.78023 0.73767 0.38509
C: -2.12942 0.76919 0.56321
C: -2.95579 1.99823 0.39168
O: -2.65654 2.75697 -0.42598
N: 0.05945 1.71560 -0.01122
C: 1.31926 1.25754 -0.06042
C: 2.59242 1.95091 -0.23282
C: 3.67411 1.12690 -0.10890
C: 3.69781 -0.27074 -0.09024
C: 2.51352 -0.88686 0.02505
C: 1.31872 -0.17867 0.15666
H: -3.45340 -1.64147 -0.95337
H: -3.42840 -1.12175 0.49986
H: -1.81035 -3.04979 -0.77482
H: 0.12971 -2.57535 0.13810
H: -2.45240 0.06746 1.36236
H: -4.01415 1.89107 0.81213
H: 0.09570 2.68350 -0.10923
H: 2.55531 2.97637 -0.16906
H: 4.66437 1.62184 -0.14508
H: 4.56968 -0.88634 -0.32988
H: 2.47870 -1.91724 -0.10544

As for the energy above the lowest of the compared OMol25 structures with the same formula, charge and spin: 1.405 eV. As for the total charge: +1. The spin multiplicity is 1. As for the frontier orbital gap: 6.68 eV. The SMILES is [NH2+]=C/C=c1\c(=C\C=O)[nH]c2ccccc12. For the LUMO energy, the calculation gives -5.49 eV.

Need the Mulliken charges? In units of e they are:
1 N -0.3607
2 C -0.2035
3 C -1.0561
4 C 0.5027
5 C 0.4766
6 C -0.0324
7 C -0.3337
8 O -0.3641
9 N -0.0395
10 C 0.1956
11 C -1.0484
12 C -0.3020
13 C -0.7026
14 C -0.4895
15 C 0.7741
16 H 0.2752
17 H 0.2798
18 H 0.3320
19 H 0.4897
20 H 0.5909
21 H 0.2897
22 H 0.1822
23 H 0.4492
24 H 0.3375
25 H 0.3866
26 H 0.3705